The following is a DFT calculation (the ωB97M-V functional and the def2-TZVPD basis) of 10 unconnected molecules or ions with the total composition C31H88N6O10.

The SMILES is COC[C@H](C)N.COC[C@H](C)N.COC[C@H](C)N.COC[C@H](C)N.COC[C@H](C)N.COC[C@H](C)N.CCO.CCO.CCO.CO. The value obtained for the max |F| is 3.60 eV/A. As for the multiplicity: 1. Its frontier orbital gap is 9.25 eV. The calculation puts the HOMO energy at -8.66 eV.

Structure (XYZ):
```
135
C31H88N6O10 | the Open Molecules 2025 dataset | the ωB97M-V functional and the def2-TZVPD basis
C 4.469 2.598 -5.114
C 3.874 3.416 -3.940
C 2.344 3.319 -4.105
O 1.695 3.764 -2.952
C 0.327 3.455 -3.010
N 4.348 2.761 -2.686
H 3.950 2.704 -6.066
H 4.373 1.527 -4.872
H 5.512 2.829 -5.222
H 4.253 4.456 -4.005
H 2.180 2.279 -4.324
H 1.943 3.946 -5.021
H -0.158 4.156 -3.758
H -0.099 3.813 -2.066
H 0.251 2.354 -3.078
H 5.352 2.626 -2.768
H 4.173 3.409 -1.907
C 4.205 -3.542 0.771
C 3.411 -2.367 1.299
C 4.343 -1.196 1.559
O 5.345 -1.610 2.354
C 6.413 -0.689 2.446
N 2.376 -1.901 0.381
H 4.850 -3.939 1.566
H 4.832 -3.273 -0.074
H 3.506 -4.377 0.505
H 2.909 -2.730 2.218
H 3.781 -0.350 1.943
H 4.711 -0.693 0.613
H 7.105 -0.801 1.617
H 6.915 -0.940 3.355
H 6.177 0.387 2.552
H 1.702 -1.372 0.889
H 2.787 -1.279 -0.259
C -7.007 1.651 -4.605
C -5.526 1.851 -4.382
C -5.207 1.599 -2.969
O -3.838 1.777 -2.839
C -3.457 1.696 -1.477
N -4.867 0.815 -5.222
H -7.226 0.598 -4.520
H -7.210 1.988 -5.651
H -7.623 2.227 -4.045
H -5.233 2.834 -4.646
H -5.346 0.533 -2.604
H -5.742 2.303 -2.256
H -3.788 2.522 -0.914
H -2.337 1.776 -1.408
H -3.762 0.783 -0.962
H -3.891 0.755 -5.157
H -5.144 0.886 -6.160
C -0.454 -0.303 8.709
C 0.282 0.281 7.528
C 0.010 -0.570 6.330
O 0.596 -0.079 5.191
C 0.765 -0.990 4.124
N -0.137 1.648 7.217
H -0.267 0.195 9.650
H -0.284 -1.380 8.910
H -1.520 -0.083 8.475
H 1.421 0.307 7.681
H -1.073 -0.683 6.165
H 0.456 -1.616 6.446
H 1.581 -1.643 4.283
H 1.000 -0.365 3.255
H -0.110 -1.559 3.991
H 0.503 2.070 6.507
H -0.090 2.190 8.050
C -0.031 -4.411 0.795
C 0.053 -3.860 -0.660
C -0.140 -4.961 -1.647
O 0.981 -5.840 -1.752
C 2.245 -5.371 -2.139
N -1.102 -2.991 -0.833
H 0.100 -3.589 1.569
H 0.673 -5.261 0.971
H -1.073 -4.795 0.901
H 0.977 -3.357 -0.876
H -0.179 -4.433 -2.634
H -1.059 -5.507 -1.462
H 2.646 -4.684 -1.413
H 2.187 -4.806 -3.039
H 2.811 -6.282 -2.298
H -1.156 -2.644 -1.814
H -1.868 -3.634 -0.556
C -2.523 2.073 2.486
C -3.254 1.517 3.712
C -4.225 0.502 3.206
O -5.163 0.916 2.239
C -6.486 0.746 2.550
N -2.331 0.975 4.803
H -1.751 2.907 2.780
H -3.264 2.613 1.831
H -2.052 1.278 1.952
H -3.815 2.289 4.235
H -4.745 0.162 4.112
H -3.684 -0.419 2.891
H -6.668 -0.346 2.669
H -7.125 1.036 1.676
H -6.813 1.351 3.353
H -1.748 1.693 5.201
H -1.672 0.266 4.507
C 1.605 3.796 3.807
O 1.473 2.520 4.489
H 0.677 4.295 3.455
H 2.014 4.550 4.495
H 2.252 3.700 2.960
H 0.707 2.045 4.185
C -1.809 -0.520 -4.098
C -1.094 -0.963 -5.429
O -0.914 -2.336 -5.541
H -1.139 -0.763 -3.272
H -2.787 -1.025 -3.939
H -2.008 0.564 -4.110
H -0.083 -0.465 -5.461
H -1.620 -0.562 -6.313
H -1.829 -2.720 -5.524
C 0.986 1.450 0.200
C 0.260 0.322 -0.487
O -0.482 -0.384 0.547
H 1.686 1.902 -0.534
H 1.493 1.054 1.059
H 0.237 2.164 0.478
H 0.976 -0.404 -0.927
H -0.378 0.639 -1.358
H -0.774 -1.226 0.115
C 2.222 -1.842 -3.129
C 2.399 -0.335 -3.265
O 3.100 0.188 -2.164
H 1.768 -2.049 -2.139
H 3.234 -2.246 -3.114
H 1.702 -2.323 -3.935
H 1.443 0.122 -3.418
H 2.992 -0.196 -4.224
H 3.314 1.159 -2.262
```